Record 1
Molecular formula: C42H53N13OSc
Method: DFT, ωB97M-V/def2-TZVPD

Multiplicity: 1
Gap between HOMO and LUMO in eV: 5.97
Relative energy (zero: lowest compared OMol25 entry of this formula, charge and spin) in kJ/mol: 82.97
LUMO in eV: 1.7
Total charge: -1
HOMO in eV: -4.29

Structure (XYZ):
```
110
Properties=species:S:1:pos:R:3:forces:R:3
Sc -19.128 -2.023 -6.910 -0.2 -1.1 0.7
C -25.179 -0.169 -5.367 0.2 -0.6 0.7
C -24.096 -0.440 -4.260 -0.5 -1.1 -0.9
C -22.994 -1.423 -4.593 0.6 0.3 -0.8
C -22.771 -2.771 -4.324 -0.9 1.8 0.2
C -23.597 -3.664 -3.493 -3.0 1.6 -1.2
C -24.745 -4.392 -4.314 1.4 -0.5 0.4
C -21.623 -3.167 -5.027 0.9 1.0 -1.7
C -21.299 -4.491 -5.158 1.4 -0.7 0.3
C -20.382 -5.087 -6.070 -1.1 1.8 0.2
C -20.342 -6.470 -6.402 0.5 -0.5 0.0
C -20.684 -7.629 -5.454 0.3 2.6 0.4
C -19.538 -7.773 -4.409 -1.4 0.6 -0.9
C -19.715 -6.511 -7.636 -0.1 -1.0 0.5
C -19.417 -5.194 -8.000 0.8 2.1 -0.6
C -18.859 -4.762 -9.239 1.1 -0.9 -1.2
C -18.627 -3.493 -9.739 -0.4 -2.6 -0.4
N -18.878 -2.320 -9.108 -0.4 -0.7 1.6
C -18.439 -1.356 -9.874 -0.1 2.0 -1.5
C -18.531 0.046 -9.585 0.8 -0.6 -1.1
C -19.315 0.569 -8.576 -0.4 -0.7 -1.4
N -20.003 -0.204 -7.735 -1.4 -0.4 1.7
C -20.876 0.612 -7.013 0.5 1.3 -0.7
C -21.757 0.295 -6.011 0.9 -1.6 -0.5
C -21.917 -1.034 -5.483 0.1 0.2 -0.1
N -21.097 -2.065 -5.756 -0.3 -0.7 0.3
C -20.682 2.025 -7.510 0.0 -1.3 -0.4
C -19.763 1.930 -8.526 0.3 2.3 1.7
C -19.000 3.078 -9.184 -0.3 -0.7 0.2
C -17.606 3.224 -8.569 0.3 -0.3 -0.1
C -21.469 3.200 -7.004 1.1 1.4 -0.4
C -21.163 3.650 -5.538 0.3 -0.5 -1.8
C -18.033 -1.911 -11.173 0.0 -1.7 0.6
C -18.110 -3.284 -11.103 -0.1 0.9 0.1
C -17.723 -4.282 -12.230 1.4 0.4 0.7
C -18.727 -5.289 -12.736 0.1 0.4 -0.2
C -17.523 -1.148 -12.293 -0.8 3.2 0.2
C -16.043 -1.148 -12.302 1.2 -1.3 -0.1
N -19.747 -4.300 -7.034 -0.9 -0.9 0.2
C -19.320 -7.719 -8.402 -0.6 0.0 -0.8
C -20.262 -8.033 -9.617 0.1 0.5 0.9
H -25.907 0.483 -4.828 0.2 -0.5 -0.8
H -25.636 -1.167 -5.613 0.2 1.1 0.0
H -24.798 0.332 -6.278 -0.2 -0.3 0.5
H -24.692 -0.942 -3.509 0.0 0.4 0.9
H -23.725 0.536 -3.954 0.2 -0.2 0.5
H -24.078 -2.961 -2.806 -0.1 -0.4 0.4
H -23.012 -4.335 -2.964 1.0 -1.4 1.1
H -25.271 -3.730 -4.995 0.2 0.2 0.0
H -25.490 -4.889 -3.689 0.1 0.1 0.2
H -24.237 -5.185 -4.894 -0.4 0.3 0.0
H -21.808 -5.121 -4.420 0.2 -0.1 -0.6
H -20.879 -8.513 -5.997 -0.1 -1.1 -0.5
H -21.597 -7.354 -4.919 -0.1 -0.2 0.0
H -18.670 -8.011 -5.021 0.4 -0.3 0.8
H -19.881 -8.458 -3.640 0.6 -0.6 0.0
H -19.431 -6.799 -3.920 0.3 -0.1 -0.2
H -18.437 -5.570 -9.923 -0.9 1.0 1.0
H -18.052 0.746 -10.310 -0.5 -0.7 0.8
H -22.284 1.091 -5.532 -0.4 0.3 0.0
H -19.516 4.043 -9.041 -0.1 -0.5 -0.3
H -18.894 2.838 -10.247 -0.1 0.4 -0.1
H -17.694 3.396 -7.507 -0.1 0.2 0.4
H -17.099 4.085 -9.018 0.1 -0.2 0.0
H -16.995 2.306 -8.648 -0.3 0.5 -0.3
H -22.518 3.021 -7.110 -0.8 -0.3 -0.1
H -21.240 4.089 -7.673 -0.3 -1.0 0.7
H -21.201 2.813 -4.869 -0.2 -0.3 0.6
H -21.832 4.455 -5.268 -0.1 0.2 0.3
H -20.134 3.968 -5.569 0.4 0.4 0.4
H -16.753 -4.785 -12.031 -0.5 0.2 0.6
H -17.454 -3.710 -13.117 -0.1 0.5 0.1
H -19.154 -5.926 -12.001 -0.6 -0.3 0.8
H -18.320 -5.963 -13.484 0.3 0.2 -0.2
H -19.458 -4.655 -13.193 -1.1 -0.2 -0.4
H -17.760 -0.069 -12.096 -0.4 -0.7 -0.4
H -18.031 -1.396 -13.208 0.1 -0.3 -0.6
H -15.704 -0.966 -11.279 0.2 -0.2 -0.1
H -15.581 -0.397 -12.932 0.0 0.0 -0.4
H -15.752 -2.172 -12.606 0.6 0.6 0.2
H -19.491 -8.558 -7.741 0.6 -0.4 0.2
H -18.246 -7.635 -8.687 -0.7 -0.3 0.0
H -21.273 -8.243 -9.216 0.4 0.1 -0.2
H -19.892 -8.943 -10.084 -0.1 0.1 -0.5
H -20.360 -7.182 -10.311 0.2 -0.5 0.1
N -16.308 0.153 -6.576 0.1 1.6 1.3
C -16.051 -0.994 -7.211 1.3 -1.3 -0.7
N -14.938 -1.164 -7.949 -0.9 0.4 1.2
N -15.096 -2.390 -8.404 0.9 -1.0 -2.4
N -16.226 -2.905 -8.118 0.8 -0.8 1.2
N -16.807 -2.089 -7.210 -1.9 1.3 -0.2
C -17.360 0.330 -5.688 1.6 0.1 -0.4
N -17.310 1.368 -4.888 -0.2 0.5 -0.3
N -18.480 1.310 -4.271 -0.5 1.3 1.9
N -19.148 0.281 -4.608 -1.0 0.1 0.7
N -18.456 -0.385 -5.514 0.8 -1.2 -1.5
H -15.500 0.760 -6.353 -0.9 -0.7 -0.4
C -17.027 -4.334 -3.358 -0.1 1.1 -2.3
C -18.240 -3.747 -2.687 0.2 0.9 3.0
C -18.600 -2.577 -3.536 0.1 -1.0 -0.6
O -18.566 -3.150 -4.820 1.3 -0.7 -1.4
C -17.494 -4.201 -4.837 -0.2 1.7 -0.1
H -16.634 -5.339 -3.285 -0.4 -0.3 0.9
H -16.232 -3.612 -3.176 0.3 -0.2 0.0
H -18.005 -3.344 -1.681 0.0 -0.4 -0.2
H -19.111 -4.338 -2.548 -0.6 -1.1 -0.2
H -17.917 -1.785 -3.422 1.3 1.1 0.0
H -19.550 -2.128 -3.427 -1.3 0.2 0.5
H -16.746 -3.888 -5.598 -0.4 -0.4 0.7
H -18.013 -5.086 -5.132 -0.2 -0.7 -0.4
```
Forces are in eV/Å.

---

Record 2
Molecular formula: C42H54AsF6N2NiO2PS2
Method: DFT, ωB97M-V/def2-TZVPD

Multiplicity: 4
Gap between HOMO and LUMO (alpha / beta) in eV: 5.88 / 7.00
LUMO (alpha / beta) in eV: 1.1 / 1.0
Total charge: -1
HOMO (alpha / beta) in eV: -4.75 / -6.04

Structure (XYZ):
```
111
Properties=species:S:1:pos:R:3:forces:R:3
Ni -0.319 0.096 0.363 -0.9 -0.1 -0.9
C 2.416 -1.057 2.933 -0.1 0.9 0.0
C 1.341 -1.904 2.256 0.3 -0.2 0.3
C 0.800 -2.990 3.230 -1.2 -0.7 -1.7
C 1.985 -2.561 1.049 -0.8 0.4 -1.4
C 2.557 -3.849 1.054 0.8 1.5 0.8
C 3.196 -4.290 -0.086 0.2 -0.8 -0.2
C 2.958 -3.669 -1.296 0.7 0.7 -0.4
C 2.304 -2.431 -1.392 -0.1 -0.3 -0.7
C 1.975 -1.876 -2.820 0.5 0.0 0.8
C 0.530 -1.362 -3.002 0.5 -0.9 -0.6
C 2.873 -0.717 -3.298 0.1 0.7 -1.3
C 1.924 -1.827 -0.193 0.7 -0.5 0.4
N 1.479 -0.481 -0.228 0.1 1.5 0.1
C 2.233 0.622 -0.478 -1.5 -0.8 1.6
C 1.548 1.916 -0.316 -0.4 -0.6 -0.3
N 0.216 1.939 -0.078 1.5 -0.9 -0.4
C -0.525 3.125 -0.084 -0.7 2.3 0.6
C -0.821 3.766 1.184 -0.2 -1.1 -1.3
C -1.403 5.043 1.157 0.9 -0.5 -0.1
C -1.619 5.723 -0.036 -1.1 0.4 -0.3
C -1.462 5.077 -1.257 0.8 -0.9 0.2
C -0.940 3.762 -1.308 0.2 0.2 1.3
C -0.734 3.073 -2.639 0.9 -0.4 1.2
C 0.541 3.636 -3.256 -0.5 1.2 -0.2
C -1.924 3.103 -3.545 1.2 0.6 -2.0
C -0.587 2.998 2.513 0.1 0.8 -0.6
C 0.574 3.703 3.261 -0.9 0.0 0.9
C -1.914 2.940 3.272 0.3 1.4 0.5
C 2.578 2.970 -0.385 -0.5 -0.2 0.6
C 2.586 4.326 -0.144 0.3 0.0 -0.8
C 3.794 5.056 -0.374 0.1 -1.3 -0.3
C 4.949 4.377 -0.662 0.8 -0.5 -0.2
C 5.031 2.941 -0.640 -0.1 -1.5 0.3
C 6.184 2.034 -0.619 0.7 1.4 -0.3
C 6.106 0.652 -0.558 -0.6 0.8 -0.4
C 4.829 0.031 -0.545 -1.2 0.5 -0.1
C 3.688 0.850 -0.549 0.4 -0.2 -0.1
C 3.802 2.275 -0.563 1.3 0.1 0.1
H 2.115 -0.703 3.938 0.2 -0.3 -0.4
H 2.573 -0.174 2.304 0.2 0.1 0.2
H 3.373 -1.583 2.956 -0.1 -0.1 0.3
H 0.555 -1.149 1.828 0.8 -1.7 1.3
H 1.581 -3.654 3.658 -0.3 0.8 -0.3
H 0.135 -3.666 2.596 0.7 0.6 0.9
H 0.172 -2.581 4.018 0.2 0.2 0.1
H 2.703 -4.434 1.976 -0.4 0.6 -0.6
H 3.809 -5.207 -0.026 -0.6 0.5 -0.2
H 3.396 -4.084 -2.206 -0.3 -0.1 0.2
H 2.177 -2.774 -3.440 -0.3 0.7 0.0
H 0.183 -0.829 -2.124 0.0 0.5 -0.3
H -0.175 -2.166 -3.161 -0.2 -0.4 0.1
H 0.538 -0.789 -3.945 -0.3 0.2 0.6
H 2.569 0.277 -2.892 0.2 -0.8 -0.1
H 2.808 -0.578 -4.414 -0.4 -0.3 0.9
H 3.941 -0.856 -3.174 0.2 -0.1 0.6
H -1.563 5.554 2.092 -0.2 0.1 0.2
H -2.100 6.726 -0.023 0.6 -0.7 0.1
H -1.636 5.590 -2.204 -0.2 -0.1 0.3
H -0.527 2.024 -2.364 -0.2 0.2 -0.3
H 0.424 4.742 -3.418 0.2 -0.8 0.2
H 0.777 3.207 -4.209 0.0 -0.4 -0.7
H 1.383 3.448 -2.613 0.3 0.2 0.3
H -2.152 4.097 -3.977 0.4 -0.3 0.1
H -2.797 2.827 -3.057 -1.6 -0.9 1.0
H -1.694 2.398 -4.378 -0.5 0.5 0.4
H -0.344 1.947 2.317 0.4 0.3 -0.3
H 0.203 4.668 3.695 0.4 -0.7 -0.4
H 1.420 3.908 2.611 0.0 0.0 -0.1
H 0.917 3.089 4.107 0.0 0.2 -0.2
H -2.196 3.976 3.564 -0.2 -0.5 -0.4
H -1.862 2.433 4.224 0.3 -0.5 0.3
H -2.669 2.462 2.663 -0.3 0.1 -0.1
H 1.689 4.882 0.058 -0.4 0.0 0.1
H 3.792 6.128 -0.449 -0.1 0.3 0.2
H 5.829 4.894 -1.013 0.2 0.4 0.3
H 7.194 2.497 -0.668 -0.8 -0.3 0.0
H 7.010 0.037 -0.631 -0.4 0.4 0.2
H 4.745 -1.058 -0.574 -0.1 0.4 0.1
C -3.283 -4.390 0.930 0.2 -0.4 0.9
C -2.937 -3.452 -0.228 -0.3 0.7 0.6
C -3.126 -4.054 -1.615 -1.1 -0.1 -0.6
O -3.957 -2.361 -0.112 0.4 1.5 0.4
P -3.573 -0.764 -0.018 -0.8 -1.3 -1.2
S -2.856 -0.037 -1.685 0.3 0.1 0.1
S -2.190 -0.514 1.458 -0.5 -0.1 1.0
O -5.057 -0.144 0.242 1.7 -0.3 0.3
C -5.973 -0.535 1.328 0.6 0.6 -2.0
C -7.347 -0.228 0.715 0.2 -1.7 0.8
C -5.671 0.315 2.551 -0.2 -1.1 0.4
H -2.922 -5.416 0.784 -0.4 0.1 -0.5
H -4.362 -4.378 1.253 1.0 0.0 -0.8
H -2.700 -4.121 1.815 -0.1 0.4 0.0
H -1.941 -2.964 -0.031 -0.8 -0.8 -0.6
H -4.150 -4.516 -1.686 0.9 0.1 0.4
H -2.377 -4.823 -1.887 -0.3 0.5 0.3
H -3.225 -3.268 -2.389 0.7 -0.2 0.4
H -5.798 -1.611 1.459 -0.3 0.2 0.4
H -7.450 0.819 0.497 0.1 0.4 -0.3
H -7.929 -0.438 1.618 -1.0 -0.1 -0.6
H -7.615 -0.881 -0.179 0.4 0.9 1.4
H -5.866 1.367 2.371 0.1 0.1 -0.1
H -4.641 0.138 2.861 0.1 0.3 -0.1
H -6.286 -0.042 3.388 -0.1 0.2 -0.1
F -0.386 -4.896 0.385 1.2 -2.2 -0.6
As 0.351 -6.611 0.124 -1.8 -0.4 0.8
F 1.453 -6.025 -1.097 -0.6 -0.6 0.6
F -0.836 -6.946 -1.173 0.9 0.4 1.0
F -0.887 -7.191 1.304 1.3 0.7 -0.8
F 0.954 -8.324 0.051 -0.4 2.0 -0.2
F 1.537 -6.255 1.402 -1.1 -0.6 -0.8
```
Forces are in eV/Å.

---

| no. | maximum force (eV/Å) | calculated total energy (hartree) |
| --- | --- | --- |
| 1 | 3.643 | -3180.2035 |
| 2 | 2.528 | -7374.1228 |